C29H23ClN2O4Zr | ωB97M-V/def2-TZVPD

CARTESIAN COORDINATES (ANGSTROEM)
Zr -0.634 1.372 -2.008
C -1.044 5.076 -2.105
C -1.338 3.768 -2.764
C -0.584 3.318 -3.864
C -1.006 2.291 -4.735
C -2.154 1.551 -4.376
C -2.771 1.783 -3.141
C -2.407 2.911 -2.343
H -1.509 5.913 -2.679
H 0.013 5.254 -1.937
H -1.566 5.110 -1.148
H 0.379 3.770 -4.045
H -0.436 2.063 -5.587
H -2.524 0.730 -4.961
H -3.648 1.161 -2.824
H -3.014 3.204 -1.486
Cl 3.644 -4.485 -2.415
C 2.506 -3.238 -2.738
C 1.226 -3.597 -3.221
C 0.289 -2.600 -3.186
C 0.572 -1.234 -2.930
O -0.527 -0.461 -2.955
C 1.948 -0.786 -2.684
C 2.281 0.518 -2.308
O 1.414 1.460 -2.048
C 2.875 -1.907 -2.528
H 0.995 -4.629 -3.425
H -0.767 -2.844 -3.396
H 3.321 0.726 -2.152
H 3.857 -1.684 -2.221
O -0.521 2.440 -0.025
C -0.465 1.311 0.616
N -0.408 1.145 1.953
C -0.236 -0.294 2.270
C -0.515 -0.862 0.814
O -0.658 -2.071 0.572
N -0.563 0.152 -0.102
C 1.189 -0.670 2.692
C 2.297 0.132 2.537
C 3.600 -0.387 2.692
C 3.776 -1.729 2.922
C 2.668 -2.556 3.096
C 1.405 -2.063 2.938
C -1.258 -0.822 3.241
C -0.930 -0.648 4.578
C -1.824 -1.031 5.559
C -3.049 -1.571 5.201
C -3.394 -1.704 3.871
C -2.460 -1.428 2.890
H -0.174 1.907 2.606
H 2.148 1.168 2.281
H 4.406 0.283 2.620
H 4.732 -2.194 3.068
H 2.754 -3.591 3.400
H 0.557 -2.722 3.057
H 0.002 -0.185 4.870
H -1.553 -0.926 6.601
H -3.783 -1.918 5.918
H -4.393 -2.029 3.599
H -2.733 -1.650 1.875

Computed properties:
- net charge = +2
- gap between HOMO and LUMO (eV) = 5.176
- energy relative to the best compared isomer or geometry (same formula, charge and spin) (kcal/mol) = 0.0
- E_tot (eV) = -55407.514

C2H5O2 | ωB97M-V/def2-TZVPD

CARTESIAN COORDINATES (ANGSTROEM)
O 0.490 -2.305 -5.711
H -0.345 -1.945 -5.753
C -0.846 1.226 2.917
C 0.497 0.905 3.016
O 1.066 0.245 2.116
H -1.151 2.003 3.629
H -1.544 0.625 2.326
H 1.118 1.463 4.032
H 0.714 -2.217 -6.573

Computed properties:
- net charge = -1
- gap between HOMO and LUMO (eV) = 4.375
- energy relative to the best compared isomer or geometry (same formula, charge and spin) (kcal/mol) = 58.1
- E_tot (eV) = -6248.621

Ag3Cl | ωB97M-V/def2-TZVPD

CARTESIAN COORDINATES (ANGSTROEM)
Ag 1.049 -0.752 -2.365
Ag -1.695 0.246 2.229
Ag 0.692 1.635 -0.221
Cl -0.047 -1.129 0.358

Computed properties:
- net charge = +1
- gap between HOMO and LUMO (alpha / beta) (eV) = 4.768 / 8.078
- E_tot (eV) = -24510.812
- multiplicity = 2

What is the E_tot in the second record?
-6248.621 eV

What is the formula in the second record?
C2H5O2

Among the records above, which one has the lowest E_tot?
C29H23ClN2O4Zr

Which of these has the lowest net charge?
C2H5O2